[1]
{"formula": "C14H20N5O3", "method": "ωB97M-V/def2-TZVPD", "elements": ["C", "C", "O", "C", "C", "C", "C", "C", "N", "C", "C", "N", "C", "O", "C", "N", "O", "N", "C", "N", "C", "C", "H", "H", "H", "H", "H", "H", "H", "H", "H", "H", "H", "H", "H", "H", "H", "H", "H", "H", "H", "H"], "xyz": [[-1.365, 7.318, -0.502], [-0.255, 6.357, -0.112], [-0.622, 5.065, -0.579], [0.204, 4.026, -0.393], [1.430, 4.077, 0.271], [2.196, 2.932, 0.399], [1.771, 1.724, -0.132], [2.591, 0.475, 0.021], [1.965, -0.403, 1.049], [2.664, -1.679, 1.302], [1.757, -2.649, 2.066], [0.770, -3.302, 1.224], [-0.197, -2.695, 0.519], [-0.270, -1.468, 0.348], [-1.170, -3.597, -0.071], [-1.137, -4.906, 0.070], [-2.163, -5.392, -0.589], [-2.898, -4.436, -1.173], [-2.323, -3.283, -0.885], [-2.722, -2.084, -1.307], [0.544, 1.672, -0.793], [-0.228, 2.801, -0.920], [-1.118, 8.320, -0.162], [-1.487, 7.329, -1.581], [-2.302, 7.009, -0.049], [0.694, 6.661, -0.573], [-0.131, 6.337, 0.978], [1.797, 5.001, 0.686], [3.146, 2.993, 0.909], [2.622, -0.085, -0.916], [3.612, 0.713, 0.327], [1.866, 0.133, 1.915], [0.951, -0.688, 0.727], [3.577, -1.498, 1.872], [2.937, -2.117, 0.339], [2.370, -3.433, 2.509], [1.253, -2.112, 2.880], [0.695, -4.310, 1.276], [-3.595, -2.009, -1.799], [-2.286, -1.263, -0.924], [0.200, 0.739, -1.215], [-1.175, 2.777, -1.435]], "lowdin_charge": [-0.057, -0.245, -0.032, -0.262, 0.003, -0.031, -0.242, -0.095, 0.017, -0.115, -0.116, 0.100, -0.368, 0.048, -0.123, 0.127, -0.032, 0.131, -0.325, 0.172, -0.036, 0.021, 0.082, 0.082, 0.081, 0.129, 0.128, 0.110, 0.118, 0.142, 0.137, 0.187, 0.102, 0.140, 0.144, 0.139, 0.141, 0.145, 0.122, 0.096, 0.110, 0.125], "smiles": "CCOc1ccc(C[NH2+]CCNC(=O)c2nonc2N)cc1", "total_charge": 1, "e_homo_ev": -11.44, "orbital_gap_ev": 8.32, "de_lowest_ev": 0.000}



[2]
{"formula": "C14H21AsN2O5PdS5", "method": "ωB97M-V/def2-TZVPD", "elements": ["Pd", "S", "As", "S", "S", "S", "C", "N", "C", "C", "C", "O", "H", "H", "H", "H", "H", "H", "H", "H", "H", "C", "C", "C", "C", "C", "C", "C", "S", "O", "O", "N", "C", "C", "C", "O", "O", "H", "H", "H", "H", "H", "H", "H", "H", "H", "H", "H", "H"], "xyz": [[0.043, -0.946, -0.777], [4.620, -2.610, -0.772], [2.858, -2.091, -1.833], [1.065, -2.927, -0.794], [2.032, -0.110, -1.209], [2.747, -2.292, -3.929], [1.309, -1.113, 5.142], [0.280, -0.847, 4.160], [-1.068, -0.518, 4.580], [0.476, -0.961, 2.801], [1.849, -1.291, 2.288], [-0.464, -0.771, 2.048], [0.868, -1.046, 6.135], [2.129, -0.391, 5.092], [1.734, -2.114, 5.035], [-1.110, -0.511, 5.668], [-1.788, -1.243, 4.195], [-1.372, 0.460, 4.202], [2.606, -1.398, 3.059], [2.148, -0.517, 1.579], [1.798, -2.199, 1.685], [-6.344, 4.724, -1.782], [-5.978, 3.295, -2.072], [-6.309, 2.699, -3.279], [-5.942, 1.386, -3.554], [-5.252, 0.659, -2.603], [-4.911, 1.239, -1.384], [-5.272, 2.546, -1.129], [-4.692, -0.992, -2.944], [-5.182, -1.327, -4.255], [-5.027, -1.793, -1.800], [-3.084, -0.882, -2.995], [-2.477, -0.016, -4.018], [-1.109, 0.458, -3.527], [-1.375, 1.273, -2.251], [-1.615, 2.472, -2.331], [-1.390, 0.586, -1.154], [-6.854, 5.181, -2.630], [-5.454, 5.316, -1.564], [-7.005, 4.795, -0.914], [-6.846, 3.269, -4.029], [-6.184, 0.923, -4.501], [-4.337, 0.679, -0.657], [-4.979, 3.001, -0.191], [-2.704, -0.663, -2.066], [-3.084, 0.887, -4.167], [-2.430, -0.560, -4.960], [-0.695, 1.108, -4.298], [-0.425, -0.373, -3.349]], "lowdin_charge": [0.263, -0.272, -0.556, -0.014, 0.029, -0.253, -0.080, -0.160, -0.067, -0.500, -0.031, 0.007, 0.069, 0.084, 0.086, 0.069, 0.086, 0.087, 0.058, 0.041, 0.024, -0.061, -0.277, -0.048, -0.060, -0.280, -0.040, -0.028, 0.606, -0.310, -0.298, -0.123, -0.213, -0.111, -0.689, 0.008, -0.226, 0.066, 0.081, 0.075, 0.103, 0.106, 0.122, 0.118, 0.085, 0.112, 0.114, 0.117, 0.080], "total_charge": -2, "e_homo_ev": -1.61, "orbital_gap_ev": 5.64, "de_lowest_ev": 0.973}



[3]
{"formula": "C14H21BCoF2N2O4", "method": "ωB97M-V/def2-TZVPD", "elements": ["Co", "C", "O", "C", "O", "N", "N", "H", "H", "H", "H", "H", "H", "O", "B", "O", "C", "C", "C", "C", "C", "C", "H", "H", "H", "H", "F", "C", "F", "H", "C", "C", "C", "C", "C", "H", "H", "H", "H", "H", "H", "H", "H", "H", "H"], "xyz": [[-1.073, 0.067, -1.248], [3.036, 3.557, -1.636], [2.606, 2.224, -1.516], [1.286, 1.928, -1.719], [0.956, 0.777, -1.930], [0.396, 2.998, -1.711], [-0.948, 2.572, -1.724], [4.119, 3.508, -1.736], [2.791, 4.149, -0.747], [2.611, 4.032, -2.525], [0.616, 3.740, -1.045], [-1.477, 3.019, -2.465], [-1.414, 2.664, -0.827], [-1.675, -0.529, 1.745], [-1.156, 0.401, 0.809], [-0.509, 1.424, 1.603], [-0.629, 1.077, 2.896], [-0.155, 1.704, 4.033], [-0.431, 1.105, 5.258], [-1.166, -0.066, 5.341], [-1.630, -0.709, 4.199], [-1.356, -0.122, 2.978], [0.412, 2.621, 3.973], [-0.051, 1.561, 6.162], [-1.377, -0.492, 6.314], [-2.176, -1.638, 4.259], [-2.799, 0.139, -3.692], [-2.882, 0.260, -2.305], [-3.552, 1.493, -2.160], [-3.649, -0.485, -2.017], [1.626, -2.567, -2.347], [0.551, -2.671, -1.244], [0.124, -4.145, -1.093], [1.164, -2.177, 0.072], [-0.637, -1.850, -1.634], [2.526, -3.121, -2.073], [1.879, -1.520, -2.488], [1.246, -2.960, -3.288], [0.969, -4.777, -0.819], [-0.295, -4.520, -2.025], [-0.639, -4.224, -0.322], [2.058, -2.748, 0.333], [0.435, -2.261, 0.874], [1.432, -1.128, -0.033], [-1.164, -2.308, -2.483]], "lowdin_charge": [0.535, -0.093, -0.016, -0.494, 0.057, 0.021, 0.027, 0.092, 0.089, 0.095, 0.135, 0.098, 0.081, 0.106, -0.421, 0.075, -0.244, -0.017, -0.127, -0.124, -0.006, -0.238, 0.105, 0.087, 0.089, 0.110, -0.121, -0.390, -0.146, 0.066, -0.079, -0.711, -0.091, -0.079, -0.094, 0.066, 0.057, 0.071, 0.064, 0.066, 0.071, 0.071, 0.072, 0.063, 0.020], "total_charge": -1, "spin_multiplicity": 5, "e_homo_ev": [-2.60, -4.47], "orbital_gap_ev": [5.06, 6.93], "de_lowest_ev": 2.021}



[4]
{"formula": "C14H21BI2IrO6SV", "method": "ωB97M-V/def2-TZVPD", "elements": ["I", "I", "V", "Ir", "S", "C", "C", "C", "C", "C", "C", "C", "C", "O", "O", "O", "O", "H", "H", "H", "H", "H", "H", "H", "H", "H", "C", "C", "C", "O", "B", "O", "C", "C", "C", "H", "H", "H", "H", "H", "H", "H", "H", "H", "H", "H", "H"], "xyz": [[3.691, -1.084, -1.286], [2.911, 0.650, 0.546], [-0.394, 1.917, -0.973], [-0.405, -0.661, 0.644], [0.780, 0.107, -1.712], [-0.997, -1.814, -0.746], [-1.683, -1.342, 1.895], [0.599, -0.030, -3.649], [1.655, 0.938, -4.179], [-0.823, 0.358, -3.905], [0.934, -1.480, -3.995], [-1.301, 1.063, 0.773], [-1.711, 3.084, -1.492], [-2.528, -1.776, 2.563], [-1.447, -2.421, -1.641], [-1.820, 1.529, 1.708], [-2.445, 3.961, -1.818], [1.680, 0.952, -5.279], [2.644, 0.621, -3.809], [1.446, 1.956, -3.824], [-1.004, 0.348, -4.991], [-1.072, 1.354, -3.497], [-1.482, -0.388, -3.414], [0.883, -1.606, -5.081], [0.237, -2.171, -3.507], [1.945, -1.747, -3.639], [4.032, -0.470, 3.594], [2.643, -1.141, 3.676], [2.739, -2.630, 3.971], [2.034, -1.295, 2.363], [0.747, -0.842, 2.405], [0.326, -0.461, 3.680], [1.509, -0.361, 4.502], [1.171, -0.969, 5.864], [1.854, 1.096, 4.655], [4.656, -0.998, 2.869], [4.584, -0.529, 4.542], [4.050, 0.572, 3.288], [3.386, -3.001, 3.174], [3.147, -2.870, 4.947], [1.735, -3.081, 3.829], [2.025, -0.959, 6.567], [0.364, -0.386, 6.324], [0.807, -2.013, 5.791], [2.082, 1.572, 3.671], [1.003, 1.624, 5.107], [2.716, 1.210, 5.329]], "lowdin_charge": [0.836, 0.753, 0.664, 1.064, 0.411, -0.227, -0.161, -0.763, -0.062, -0.068, -0.065, -0.407, -0.030, 0.297, 0.214, 0.195, 0.261, 0.140, 0.069, 0.094, 0.145, 0.065, 0.100, 0.136, 0.082, 0.049, -0.004, -0.375, 0.080, -0.037, -0.739, 0.158, -0.418, 0.049, 0.040, 0.104, 0.139, 0.057, 0.124, 0.143, 0.135, 0.136, 0.124, 0.119, 0.101, 0.132, 0.137], "total_charge": 4, "spin_multiplicity": 7, "e_homo_ev": [-22.07, -22.06], "orbital_gap_ev": [6.89, 4.75], "de_lowest_ev": 1.595}



[5]
{"formula": "C14H21BrN2O4S", "method": "ωB97M-V/def2-TZVPD", "elements": ["C", "O", "C", "C", "C", "C", "Br", "C", "C", "S", "O", "O", "N", "C", "C", "C", "N", "C", "C", "O", "C", "C", "H", "H", "H", "H", "H", "H", "H", "H", "H", "H", "H", "H", "H", "H", "H", "H", "H", "H", "H", "H", "H"], "xyz": [[0.093, 1.934, -4.780], [0.337, 1.221, -3.584], [1.389, 0.378, -3.535], [2.351, 0.226, -4.533], [3.406, -0.653, -4.356], [3.511, -1.385, -3.186], [4.965, -2.574, -2.953], [2.559, -1.258, -2.187], [1.512, -0.385, -2.372], [0.249, -0.258, -1.110], [-1.024, -0.551, -1.702], [0.665, -1.042, 0.014], [0.371, 1.362, -0.696], [0.097, 1.642, 0.703], [-1.371, 1.417, 1.069], [-1.633, 1.382, 2.589], [-1.573, 0.097, 3.245], [-2.571, -0.863, 2.809], [-2.597, -2.011, 3.820], [-1.341, -2.638, 3.919], [-0.347, -1.707, 4.276], [-0.272, -0.550, 3.275], [-0.039, 1.258, -5.628], [0.900, 2.643, -4.993], [-0.833, 2.480, -4.610], [2.292, 0.788, -5.451], [4.148, -0.765, -5.131], [2.604, -1.823, -1.269], [-0.211, 1.897, -1.325], [0.400, 2.672, 0.911], [0.740, 0.965, 1.265], [-1.688, 0.472, 0.624], [-1.972, 2.210, 0.616], [-2.637, 1.774, 2.780], [-0.918, 2.040, 3.093], [-3.549, -0.377, 2.780], [-2.345, -1.279, 1.813], [-3.302, -2.785, 3.513], [-2.892, -1.613, 4.804], [0.594, -2.260, 4.299], [-0.563, -1.303, 5.277], [0.475, 0.171, 3.614], [0.020, -0.951, 2.292]], "lowdin_charge": [-0.055, -0.101, -0.264, -0.001, -0.110, -0.681, 0.746, -0.091, -0.185, 0.675, -0.270, -0.283, -0.121, -0.247, -0.162, -0.190, -0.177, -0.166, -0.199, -0.129, -0.194, -0.165, 0.102, 0.100, 0.098, 0.109, 0.106, 0.111, 0.101, 0.126, 0.097, 0.088, 0.115, 0.115, 0.120, 0.127, 0.127, 0.124, 0.125, 0.124, 0.125, 0.128, 0.105], "smiles": "COc1ccc(Br)cc1S(=O)(=O)NCCCN1CCOCC1", "e_homo_ev": -8.26, "orbital_gap_ev": 8.73}



[6]
{"formula": "C14H21ClF3N3O6S2", "method": "ωB97M-V/def2-TZVPD", "elements": ["C", "C", "N", "N", "C", "C", "C", "C", "O", "Cl", "N", "C", "C", "C", "C", "O", "O", "C", "C", "C", "S", "H", "H", "H", "H", "H", "H", "H", "H", "H", "H", "H", "H", "H", "H", "H", "H", "H", "H", "H", "H", "H", "C", "F", "F", "F", "S", "O", "O", "O"], "xyz": [[0.029, -0.948, 3.289], [1.469, -0.368, 2.784], [1.840, -0.958, 1.455], [1.986, -0.015, 0.461], [3.249, 0.366, -0.195], [2.989, 1.499, -1.224], [4.090, 2.237, -2.124], [4.384, 1.334, -3.416], [4.970, 0.239, -3.255], [3.824, 1.932, -5.071], [1.537, 1.744, -1.195], [0.878, 2.760, -2.072], [-0.589, 2.359, -2.604], [-1.621, 3.493, -2.103], [-2.814, 2.965, -1.177], [-2.781, 3.305, 0.051], [-3.896, 2.195, -1.690], [-4.083, 0.944, -0.969], [-3.646, -0.302, -1.891], [1.024, 0.855, -0.190], [-0.725, 0.713, 0.365], [-0.801, -0.152, 3.139], [-0.313, -1.878, 2.683], [0.029, -1.179, 4.413], [1.319, 0.770, 2.643], [2.249, -0.575, 3.614], [1.144, -1.653, 1.134], [4.239, -0.123, 0.080], [5.026, 2.386, -1.458], [3.737, 3.309, -2.377], [0.937, 3.767, -1.534], [1.558, 2.863, -3.006], [-0.559, 2.440, -3.760], [-0.906, 1.286, -2.375], [-2.122, 3.950, -3.044], [-1.138, 4.375, -1.554], [-3.549, 0.888, 0.039], [-5.213, 0.839, -0.759], [-2.990, 0.103, -2.755], [-3.110, -1.134, -1.292], [-4.591, -0.769, -2.342], [-1.307, -0.288, -0.436], [-0.181, -6.325, 4.012], [-0.787, -7.167, 4.886], [0.901, -5.827, 4.664], [0.311, -7.110, 3.019], [-1.321, -4.996, 3.384], [-1.750, -4.260, 4.569], [-2.412, -5.702, 2.721], [-0.513, -4.190, 2.465]], "lowdin_charge": [-0.108, -0.210, -0.006, -0.126, 0.118, -0.093, -0.096, -0.666, 0.021, 0.590, -0.028, -0.111, -0.146, -0.085, -0.378, 0.020, -0.064, -0.224, -0.086, -0.398, 0.882, 0.050, 0.063, 0.092, 0.109, 0.124, 0.138, 0.148, 0.148, 0.121, 0.145, 0.122, 0.127, 0.088, 0.135, 0.125, 0.099, 0.140, 0.083, 0.076, 0.086, -0.065, -0.620, 0.098, 0.088, 0.091, 0.456, -0.348, -0.340, -0.385], "e_homo_ev": -7.78, "orbital_gap_ev": 5.88}



Number 1: largest force on an atom 0.0318 Eh/bohr, electronic energy -28428.134 eV. Number 2: largest force on an atom 0.0164 Eh/bohr, electronic energy -146575.608 eV. Number 3: largest force on an atom 0.0276 Eh/bohr, electronic energy -69765.993 eV. Number 4: largest force on an atom 0.2475 Eh/bohr, electronic energy -83333.100 eV. Number 5: largest force on an atom 0.0158 Eh/bohr, electronic energy -106905.237 eV. Number 6: largest force on an atom 0.1493 Eh/bohr, electronic energy -73951.431 eV.